{
  "formula": "C9H10O",
  "method": "the ωB97M-V functional and the def2-TZVPD basis",
  "species": ["C", "C", "C", "C", "C", "C", "C", "C", "C", "H", "H", "H", "H", "H", "H", "H", "H", "H", "H", "O"],
  "xyz": [[-1.038, -1.341, -0.443], [0.210, -2.104, -0.792], [1.411, -1.370, -0.199], [0.985, 0.092, 0.048], [1.540, 1.234, 0.205], [0.871, 2.408, 0.351], [-0.521, 2.459, 0.008], [-1.207, 1.287, -0.016], [-0.477, 0.092, -0.220], [-1.916, -0.978, 1.622], [-1.610, -1.431, -1.188], [0.233, -2.075, -1.901], [-0.138, -3.258, -0.128], [1.592, -1.842, 1.040], [2.491, -1.457, -0.611], [2.808, 1.593, 0.333], [1.387, 3.342, 0.727], [-1.145, 3.299, 0.228], [-2.413, 1.200, -0.387], [-1.492, -1.868, 0.827]],
  "mulliken_charge": [-0.154, -0.572, -0.800, 0.499, -0.254, -0.180, -0.715, -0.013, -0.221, 0.381, 0.660, 0.268, 0.283, 0.187, 0.352, 0.072, 0.293, 0.382, 0.190, -0.658],
  "homo_ha": -0.3209,
  "e_lumo_ev": 0.5203,
  "total_charge": 0,
  "largest_force_ev_per_a": 10.001,
  "orbital_gap_ha": 0.340
}

{
  "formula": "C9H10O2S",
  "method": "the ωB97M-V functional and the def2-TZVPD basis",
  "species": ["C", "C", "C", "C", "C", "C", "C", "C", "C", "O", "O", "S", "H", "H", "H", "H", "H", "H", "H", "H", "H", "H"],
  "xyz": [[-3.027, -0.460, 1.344], [-1.884, 0.348, 1.142], [-2.773, -1.788, 1.228], [-0.796, -0.340, 0.795], [0.835, 0.443, -2.257], [2.010, -0.021, -1.463], [1.644, -0.769, -0.157], [0.592, 0.009, 0.624], [1.049, 1.067, 1.301], [0.431, 1.713, -1.937], [0.304, -0.209, -3.111], [-1.150, -2.019, 0.727], [-3.847, 0.164, 1.614], [-1.837, 1.507, 1.253], [-3.223, -2.744, 1.342], [2.786, -0.573, -2.005], [2.718, 0.859, -1.099], [1.358, -1.725, -0.587], [2.678, -0.866, 0.212], [0.428, 1.713, 1.941], [-0.349, 2.170, -2.229], [2.053, 1.524, 1.322]],
  "mulliken_charge": [-0.577, -0.429, -0.455, 0.749, 0.392, -0.526, -0.822, 0.581, -1.159, -0.445, -0.549, -0.086, 0.395, 0.229, 0.421, 0.507, 0.279, 0.282, 0.366, 0.267, 0.326, 0.253],
  "homo_ha": -0.3090,
  "e_lumo_ev": 0.5993,
  "total_charge": 0,
  "largest_force_ev_per_a": 4.098,
  "orbital_gap_ha": 0.331
}

{
  "formula": "C9H10O3",
  "method": "the ωB97M-V functional and the def2-TZVPD basis",
  "species": ["C", "C", "C", "C", "C", "C", "C", "C", "C", "H", "H", "H", "H", "H", "H", "H", "H", "H", "H", "O", "O", "O"],
  "xyz": [[-1.451, -2.292, 2.519], [-0.920, -0.791, 0.858], [-1.014, 0.667, 0.630], [-0.213, 1.295, -0.167], [0.445, 3.386, -1.154], [0.671, 0.606, -0.904], [0.978, -0.687, -0.699], [1.755, -1.505, -1.761], [0.035, -1.406, 0.084], [-1.367, -3.166, 1.616], [-2.255, -2.280, 3.288], [-0.468, -2.474, 3.023], [-1.916, 1.101, 1.215], [0.326, 3.364, -2.310], [0.338, 4.502, -1.172], [1.402, 3.261, -0.952], [1.435, 1.256, -1.381], [1.512, -2.710, -1.778], [0.336, -2.497, 0.200], [-1.778, -1.045, 1.768], [-0.466, 2.660, -0.338], [2.613, -1.243, -2.586]],
  "mulliken_charge": [-0.711, 0.846, 0.192, 0.143, -0.936, -0.395, 0.086, -0.071, -0.729, 0.246, 0.245, 0.324, 0.308, 0.318, 0.293, 0.434, 0.278, 0.206, 0.179, -0.370, -0.414, -0.472],
  "homo_ha": -0.3268,
  "e_lumo_ev": 0.0958,
  "total_charge": 0,
  "largest_force_ev_per_a": 7.399,
  "orbital_gap_ha": 0.330
}

{
  "formula": "C9H10O3",
  "method": "the ωB97M-V functional and the def2-TZVPD basis",
  "species": ["C", "C", "C", "C", "C", "C", "C", "C", "C", "H", "H", "H", "H", "H", "H", "H", "H", "H", "H", "O", "O", "O"],
  "xyz": [[1.012, 3.084, 0.690], [0.609, 0.777, -0.086], [1.518, -0.153, -0.076], [1.353, -1.530, 0.060], [2.763, -2.318, -0.292], [0.015, -1.951, 0.506], [-1.015, -0.918, 0.146], [-2.336, -1.292, 0.436], [-0.675, 0.468, -0.172], [1.169, 2.873, 1.819], [-0.111, 3.582, 0.529], [1.373, 4.135, 0.180], [2.543, 0.406, -0.281], [2.350, -3.535, -0.571], [3.707, -2.366, 0.470], [2.970, -2.217, -1.466], [-0.486, -3.013, 0.581], [-2.804, -2.171, 0.920], [-2.458, 1.203, -0.703], [1.421, 2.052, -0.177], [-3.273, -0.566, -0.084], [-1.612, 1.526, -0.832]],
  "mulliken_charge": [-0.687, 0.252, 0.231, 0.206, -0.956, -0.938, 0.759, -0.238, -0.111, 0.288, 0.214, 0.279, 0.309, 0.264, 0.256, 0.300, 0.248, 0.391, 0.353, -0.337, -0.608, -0.476],
  "homo_ha": -0.3429,
  "e_lumo_ev": -0.5277,
  "total_charge": 0,
  "largest_force_ev_per_a": 7.359,
  "orbital_gap_ha": 0.324
}

Values of ΔE to the lowest compared entry with this formula, charge and spin, in order: 4.275; 0.564; 5.141; 7.428, all in eV.